A molecular structure, C47H93CdN8SbSi6Te, computed with ωB97M-V/def2-TZVPD.

The HOMO energy is -0.260 Ha. The calculation puts the frontier orbital gap at 7.515 eV. As for the molecular weight: 1300.605 g mol⁻¹. Its energy is -127833.2249 eV. The largest force on an atom comes out at 0.8 eV/Å.

ORCA input file:
```
! RIJCOSX wB97M-V def2-TZVPD def2/J DEFGRID3
* xyz 0 1
Cd -1.31 0.57 0.67
C -2.69 -2.57 1.64
N -1.70 -3.60 1.50
C -2.09 -4.96 1.22
C -0.74 -5.65 1.10
N 0.21 -4.57 0.83
C 1.54 -4.89 1.32
C -0.42 -3.34 1.08
N 0.02 -2.14 0.92
C 1.40 -1.98 0.51
C 1.71 -0.55 0.11
N 1.70 0.37 1.22
C 2.70 0.47 2.03
N 3.91 -0.22 2.06
C 4.54 -1.02 1.04
C 4.81 0.33 3.05
C 3.90 1.14 3.95
N 2.73 1.35 3.12
C 1.50 1.68 3.80
H -3.46 -2.93 2.32
H -3.15 -2.32 0.69
H -2.23 -1.69 2.08
H -2.67 -5.03 0.29
H -2.70 -5.36 2.03
H -0.71 -6.39 0.30
H -0.47 -6.16 2.04
H 1.82 -5.86 0.91
H 1.57 -4.96 2.41
H 2.28 -4.17 0.99
H 1.65 -2.64 -0.33
H 2.06 -2.23 1.35
H 0.94 -0.24 -0.60
H 2.65 -0.53 -0.45
H 5.11 -0.42 0.33
H 3.82 -1.63 0.49
H 5.23 -1.70 1.53
H 5.58 0.95 2.58
H 5.32 -0.48 3.59
H 4.35 2.10 4.22
H 3.63 0.61 4.87
H 1.36 1.05 4.68
H 0.66 1.54 3.13
H 1.53 2.73 4.12
C -4.79 0.99 0.76
Sb -4.46 1.18 -1.38
C -2.35 1.73 -0.92
C -1.55 1.74 -2.17
C -0.14 1.83 -2.13
C 0.59 1.90 -3.30
C -0.09 1.87 -4.51
C -1.46 1.76 -4.47
N -2.17 1.70 -3.35
Si -2.52 3.54 -0.33
C -4.13 4.37 -0.86
C -1.21 4.61 -1.14
C -2.41 3.73 1.54
C -5.11 -0.96 -1.96
C -3.93 -1.89 -2.02
C -4.08 -3.27 -2.21
C -2.97 -4.05 -2.44
C -1.71 -3.47 -2.45
C -1.65 -2.11 -2.22
N -2.71 -1.34 -2.00
Si -5.73 -0.82 -3.78
C -6.04 -2.50 -4.59
C -7.31 0.19 -3.83
C -4.48 0.00 -4.89
Si -6.57 -1.48 -0.87
C -7.74 -0.02 -0.56
C -6.03 -2.23 0.76
C -7.70 -2.80 -1.61
H -4.59 1.96 1.22
H -4.08 0.27 1.18
H -5.80 0.69 1.01
H 0.35 1.87 -1.17
H 1.67 1.99 -3.26
H 0.44 1.92 -5.46
H -2.03 1.71 -5.39
H -4.31 4.26 -1.93
H -5.00 3.98 -0.33
H -4.05 5.44 -0.63
H -1.29 4.57 -2.23
H -0.21 4.32 -0.86
H -1.37 5.65 -0.83
H -1.39 3.97 1.85
H -2.72 2.84 2.09
H -3.05 4.56 1.86
H -5.07 -3.71 -2.21
H -3.08 -5.12 -2.61
H -0.81 -4.04 -2.63
H -0.69 -1.59 -2.21
H -6.70 -3.15 -4.03
H -5.10 -3.02 -4.76
H -6.49 -2.31 -5.57
H -8.15 -0.32 -3.35
H -7.58 0.38 -4.87
H -7.17 1.15 -3.34
H -3.48 -0.39 -4.71
H -4.46 1.07 -4.72
H -4.75 -0.20 -5.93
H -7.99 0.04 0.50
H -8.67 -0.16 -1.11
H -7.32 0.94 -0.86
H -5.33 -1.61 1.31
H -5.58 -3.21 0.61
H -6.92 -2.36 1.39
H -8.19 -2.47 -2.53
H -8.48 -3.01 -0.88
H -7.20 -3.75 -1.82
C 3.13 6.74 4.19
Si 2.01 7.32 2.81
C 0.22 7.08 3.31
C 2.31 9.13 2.45
C 2.36 6.35 1.24
Te 2.32 4.22 1.50
C 2.97 3.86 -0.52
Si 4.83 3.92 -0.75
C 5.22 4.12 -2.58
C 5.67 5.30 0.19
C 5.48 2.27 -0.14
H 2.88 7.25 5.13
H 4.18 6.94 3.96
H 3.02 5.66 4.36
H -0.08 7.83 4.04
H 0.05 6.10 3.75
H -0.45 7.17 2.45
H 2.11 9.75 3.32
H 1.67 9.48 1.64
H 3.35 9.31 2.15
H 1.63 6.60 0.48
H 3.35 6.60 0.86
H 2.43 4.57 -1.15
H 2.61 2.87 -0.76
H 4.87 5.09 -2.95
H 4.75 3.34 -3.17
H 6.30 4.07 -2.75
H 5.46 6.28 -0.24
H 6.75 5.16 0.17
H 5.36 5.32 1.24
H 5.33 1.49 -0.90
H 4.92 1.97 0.75
H 6.54 2.30 0.12
C -3.54 -1.24 5.95
Si -2.63 0.37 5.65
C -1.18 0.51 6.83
C -3.80 1.81 5.90
C -2.02 0.39 3.93
C -1.63 0.42 2.77
H -3.95 -1.29 6.96
H -2.87 -2.09 5.81
H -4.36 -1.35 5.24
H -1.52 0.51 7.87
H -0.63 1.44 6.65
H -0.49 -0.32 6.69
H -4.20 1.83 6.91
H -4.63 1.75 5.20
H -3.28 2.76 5.72
*
```

---

A molecular structure, C48H106N6O8, computed with ωB97M-V/def2-TZVPD.

The value obtained for the energy relative to the best compared isomer or geometry (same formula, charge and spin) is 780.0 kcal per mole. The HOMO energy is -0.258 Ha. The calculation puts the frontier orbital gap at 7.635 eV. As for the molecular weight: 895.410 g mol⁻¹. Its energy is -76774.3541 eV. The largest force on an atom comes out at 13.0 eV/Å.

ORCA input file:
```
! RIJCOSX wB97M-V def2-TZVPD def2/J DEFGRID3
* xyz 0 1
C -24.04 -12.19 -27.24
O -24.37 -13.38 -26.46
C -25.71 -13.79 -26.48
C -26.34 -13.97 -25.14
N -26.73 -12.65 -24.57
C -25.84 -12.04 -23.60
C -26.32 -10.65 -23.13
O -27.76 -10.78 -22.76
C -28.30 -9.61 -22.17
H -24.18 -12.28 -28.32
H -23.11 -11.72 -26.91
H -24.67 -11.41 -26.81
H -25.81 -14.74 -27.01
H -26.38 -13.18 -27.09
H -25.70 -14.56 -24.49
H -27.22 -14.57 -25.34
H -27.68 -12.61 -24.22
H -24.88 -12.02 -24.11
H -25.77 -12.72 -22.75
H -26.14 -9.98 -23.97
H -25.74 -10.28 -22.28
H -28.92 -9.14 -22.93
H -27.61 -8.89 -21.72
H -28.97 -9.97 -21.39
C -32.59 -16.91 -33.87
O -32.75 -16.31 -32.60
C -34.02 -16.03 -32.13
C -34.11 -15.06 -30.97
N -33.81 -13.76 -31.53
C -33.94 -12.62 -30.54
C -33.53 -11.34 -31.25
O -33.88 -10.25 -30.41
C -33.23 -9.08 -30.60
H -33.12 -17.86 -33.87
H -31.54 -17.01 -34.17
H -33.01 -16.24 -34.63
H -34.45 -16.97 -31.79
H -34.60 -15.65 -32.97
H -33.42 -15.30 -30.16
H -35.01 -15.04 -30.35
H -33.94 -13.62 -32.52
H -33.41 -12.84 -29.61
H -34.97 -12.54 -30.21
H -33.94 -11.34 -32.26
H -32.44 -11.32 -31.31
H -33.31 -8.38 -29.76
H -33.74 -8.53 -31.39
H -32.14 -9.04 -30.63
C -31.50 -12.90 -29.34
C -30.51 -11.96 -28.51
C -30.13 -12.79 -27.22
C -29.02 -12.15 -26.44
C -27.86 -12.03 -27.36
C -28.07 -11.35 -28.74
N -29.36 -11.68 -29.37
O -29.65 -11.17 -30.69
C -28.21 -9.77 -28.40
C -27.02 -11.89 -29.64
C -31.40 -10.80 -28.00
H -31.89 -12.36 -30.21
H -32.32 -13.31 -28.75
H -31.13 -13.86 -29.70
H -30.97 -12.85 -26.52
H -29.81 -13.75 -27.63
H -28.76 -12.84 -25.64
H -29.11 -11.19 -25.94
H -27.36 -13.00 -27.43
H -27.16 -11.39 -26.83
H -28.83 -9.56 -27.52
H -27.20 -9.45 -28.13
H -28.54 -9.20 -29.26
H -27.19 -12.91 -29.96
H -26.92 -11.24 -30.51
H -26.03 -11.90 -29.17
H -31.06 -10.39 -27.05
H -32.44 -11.02 -27.76
H -31.60 -10.05 -28.76
H -29.48 -11.98 -31.18
C -31.77 -5.57 -26.35
C -31.76 -7.16 -26.26
C -30.23 -7.44 -26.52
C -29.75 -8.95 -26.17
C -30.23 -9.23 -24.80
C -31.71 -8.99 -24.51
N -32.07 -7.63 -24.92
O -33.37 -7.28 -24.62
C -32.49 -10.12 -25.27
C -31.75 -9.13 -22.97
C -32.67 -7.81 -27.30
H -31.15 -5.15 -25.55
H -32.70 -5.00 -26.30
H -31.37 -5.19 -27.29
H -29.91 -7.33 -27.55
H -29.66 -6.84 -25.81
H -28.69 -9.17 -26.30
H -30.29 -9.53 -26.91
H -29.61 -8.63 -24.13
H -29.84 -10.25 -24.77
H -32.11 -11.01 -24.77
H -33.57 -10.15 -25.14
H -32.31 -10.35 -26.32
H -32.83 -9.06 -22.80
H -31.35 -10.05 -22.55
H -31.26 -8.38 -22.35
H -32.78 -7.12 -28.14
H -33.70 -7.95 -26.97
H -32.35 -8.73 -27.80
H -33.17 -6.65 -23.93
C -33.68 -13.95 -27.70
C -33.47 -13.25 -26.29
C -34.77 -13.46 -25.46
C -34.39 -13.36 -23.87
C -33.16 -14.08 -23.31
C -31.93 -13.97 -24.24
N -32.33 -13.97 -25.69
O -31.17 -14.06 -26.48
C -31.10 -12.70 -23.92
C -31.14 -15.30 -24.04
C -33.23 -11.78 -26.54
H -34.69 -13.72 -28.04
H -32.94 -13.66 -28.44
H -33.65 -15.03 -27.88
H -35.30 -12.53 -25.65
H -35.44 -14.26 -25.77
H -34.05 -12.36 -23.60
H -35.09 -13.79 -23.14
H -33.39 -15.01 -22.79
H -32.69 -13.63 -22.44
H -31.72 -11.81 -23.81
H -30.40 -12.43 -24.72
H -30.58 -12.66 -22.96
H -30.12 -15.19 -24.40
H -31.74 -16.11 -24.45
H -30.97 -15.46 -22.98
H -33.47 -11.41 -27.54
H -33.65 -11.09 -25.80
H -32.15 -11.65 -26.50
H -31.21 -14.91 -26.93
C -27.34 -14.78 -33.87
C -27.82 -14.68 -32.39
C -27.54 -13.18 -32.02
C -28.60 -12.21 -32.56
C -29.95 -12.80 -32.04
C -30.32 -14.26 -32.43
N -29.21 -15.17 -32.17
O -29.41 -16.53 -32.52
C -31.46 -14.71 -31.54
C -30.74 -14.33 -33.93
C -26.90 -15.53 -31.59
H -28.05 -14.32 -34.57
H -27.21 -15.79 -34.25
H -26.38 -14.29 -34.01
H -27.57 -13.07 -30.94
H -26.65 -12.67 -32.38
H -28.74 -12.24 -33.63
H -28.42 -11.17 -32.28
H -30.77 -12.19 -32.43
H -29.97 -12.80 -30.95
H -31.32 -14.77 -30.46
H -32.41 -14.18 -31.63
H -31.66 -15.72 -31.88
H -31.76 -13.96 -34.05
H -30.25 -13.48 -34.41
H -30.59 -15.22 -34.54
H -27.12 -15.72 -30.54
H -25.89 -15.15 -31.67
H -26.90 -16.54 -32.00
H -29.30 -16.56 -33.47
*
```

---

6 unconnected molecules or ions with the total composition C48H107N5O, computed with ωB97M-V/def2-TZVPD.

The value obtained for the energy relative to the best compared isomer or geometry (same formula, charge and spin) is 141.0 kcal per mole. The HOMO energy is -0.519 Ha. The calculation puts the frontier orbital gap at 6.025 eV. As for the molecular weight: 770.418 g mol⁻¹. Its energy is -60969.3726 eV. The largest force on an atom comes out at 3.1 eV/Å.

ORCA input file:
```
! RIJCOSX wB97M-V def2-TZVPD def2/J DEFGRID3
* xyz 4 1
C 0.59 0.67 1.04
C 1.15 2.07 0.43
C 0.30 2.52 -0.70
O 1.41 3.04 1.40
H -0.42 0.73 1.43
H 1.24 0.32 1.85
H 0.60 -0.08 0.25
H 2.06 1.82 -0.10
H -0.58 3.04 -0.34
H 0.17 1.79 -1.50
H 0.96 3.32 -1.04
C -0.37 2.94 -4.96
C -0.05 2.74 -6.45
C -0.20 1.28 -6.90
C -1.63 0.65 -6.70
N -1.79 -0.77 -7.43
C -2.16 -0.58 -8.93
C -3.14 -1.77 -9.22
C -3.75 -2.26 -7.86
C -3.06 -1.33 -6.82
C -0.62 -1.74 -7.23
H -1.39 2.85 -4.58
H 0.14 3.78 -4.48
H -0.04 2.08 -4.37
H 1.01 3.00 -6.38
H -0.54 3.45 -7.10
H 0.58 0.68 -6.44
H 0.14 1.19 -7.93
H -2.37 1.33 -7.11
H -1.82 0.57 -5.63
H -1.27 -0.51 -9.55
H -2.64 0.39 -9.06
H -2.60 -2.44 -9.89
H -4.04 -1.52 -9.79
H -3.53 -3.33 -7.83
H -4.81 -2.05 -7.93
H -2.75 -1.89 -5.94
H -3.75 -0.53 -6.54
H -0.80 -2.73 -7.63
H -0.29 -1.81 -6.20
H 0.22 -1.40 -7.85
C -5.77 -1.31 -4.04
C -5.40 0.09 -3.53
C -4.48 0.09 -2.26
C -5.07 -0.58 -0.99
N -3.99 -0.73 0.15
C -4.62 -1.51 1.34
C -3.56 -2.44 1.86
C -2.28 -2.16 1.08
C -2.88 -1.69 -0.26
C -3.40 0.67 0.58
H -6.21 -1.15 -5.02
H -6.50 -1.73 -3.33
H -4.86 -1.91 -4.12
H -6.27 0.71 -3.30
H -4.87 0.51 -4.39
H -4.25 1.15 -2.13
H -3.50 -0.31 -2.53
H -5.50 -1.58 -1.11
H -5.69 0.09 -0.41
H -4.86 -0.74 2.07
H -5.51 -2.05 1.03
H -3.64 -2.33 2.94
H -3.74 -3.49 1.63
H -1.74 -1.40 1.65
H -1.55 -2.96 0.93
H -2.10 -1.32 -0.93
H -3.21 -2.55 -0.84
H -2.95 0.58 1.56
H -4.15 1.46 0.55
H -2.56 0.97 -0.04
C -0.52 0.63 6.35
C -1.34 0.65 5.15
C -2.06 1.94 4.71
C -1.12 3.03 4.25
N -1.78 4.26 3.63
C -0.71 5.27 3.16
C -1.13 5.68 1.73
C -2.51 5.19 1.47
C -2.53 3.93 2.30
C -2.84 4.78 4.63
H 0.08 -0.27 6.19
H -1.02 0.36 7.27
H 0.15 1.47 6.55
H -2.19 -0.03 5.14
H -0.66 0.43 4.32
H -2.63 2.19 5.61
H -2.64 1.61 3.85
H -0.38 2.67 3.54
H -0.54 3.39 5.10
H -0.52 6.05 3.90
H 0.16 4.64 2.99
H -1.11 6.77 1.71
H -0.40 5.26 1.04
H -3.29 5.94 1.65
H -2.55 4.87 0.43
H -3.46 3.53 2.69
H -1.88 3.22 1.78
H -3.25 5.70 4.21
H -2.33 4.97 5.57
H -3.59 3.99 4.74
C 2.69 -0.95 -4.81
C 3.65 -2.03 -4.25
C 2.97 -2.92 -3.18
C 2.81 -2.28 -1.82
N 2.44 -3.12 -0.58
C 2.80 -2.29 0.67
C 3.46 -3.31 1.70
C 3.42 -4.68 1.16
C 3.37 -4.41 -0.38
C 0.95 -3.55 -0.69
H 3.05 -0.50 -5.73
H 2.36 -0.26 -4.04
H 1.78 -1.47 -5.13
H 4.63 -1.74 -3.89
H 3.79 -2.56 -5.19
H 3.55 -3.83 -3.01
H 1.97 -3.24 -3.49
H 1.98 -1.57 -1.78
H 3.78 -1.82 -1.65
H 1.94 -1.74 1.07
H 3.43 -1.50 0.28
H 3.03 -3.38 2.70
H 4.42 -2.83 1.89
H 2.56 -5.27 1.49
H 4.25 -5.30 1.47
H 2.93 -5.18 -1.01
H 4.40 -4.18 -0.64
H 0.29 -2.68 -0.75
H 0.68 -4.21 0.13
H 0.78 -4.09 -1.63
C 5.72 -3.91 5.49
C 4.52 -3.24 6.20
C 3.79 -2.01 5.61
C 4.76 -0.84 5.20
N 4.16 0.54 4.88
C 5.33 1.52 5.01
C 4.72 2.90 5.48
C 3.20 2.56 5.82
C 3.20 1.05 5.99
C 3.48 0.61 3.56
H 5.36 -3.99 4.47
H 5.81 -4.94 5.84
H 6.68 -3.40 5.55
H 4.86 -2.88 7.17
H 3.71 -3.95 6.38
H 3.00 -1.68 6.28
H 3.26 -2.42 4.75
H 5.15 -1.25 4.27
H 5.66 -0.80 5.82
H 5.99 1.51 4.14
H 5.94 1.24 5.87
H 4.82 3.79 4.87
H 5.23 3.30 6.36
H 2.47 2.86 5.07
H 2.80 3.02 6.72
H 2.20 0.62 6.06
H 3.60 0.72 6.95
H 4.20 0.35 2.79
H 3.19 1.62 3.26
H 2.62 -0.06 3.49
*
```